Record 1
C24H30Br2N7OSSn | the ωB97M-V functional and the def2-TZVPD basis

Each line ends with the Mulliken charge.
Geometry (Å):
Sn 1.164 1.339 0.477  0.8626
Br -4.088 2.822 1.498  0.0554
C -2.862 2.787 2.858  -0.0135
C -3.122 3.376 4.051  -0.4783
C -2.169 3.333 5.094  0.3341
Br -2.641 4.101 6.676  0.0722
C -0.870 2.706 4.940  0.8920
C 0.121 2.727 5.925  -0.5762
C 1.340 2.133 5.665  -0.9688
C 1.540 1.549 4.422  -0.1187
N 0.596 1.512 3.473  -0.1535
C -0.570 2.074 3.724  0.0062
C -1.558 2.076 2.604  0.4581
O -1.322 1.582 1.533  -0.3049
H -4.062 3.887 4.212  0.5050
H -0.054 3.224 6.871  0.4005
H 2.131 2.138 6.402  0.4354
H 2.490 1.095 4.168  0.4632
N 5.593 1.348 -0.017  -0.1197
C 5.520 2.607 -0.568  -0.4162
C 4.200 2.932 -0.590  -0.6053
N 3.474 1.887 -0.065  0.1092
C 4.340 0.951 0.273  0.0348
C 3.870 -0.260 0.918  0.3575
N 2.582 -0.431 1.175  0.3791
C 2.462 -1.651 1.807  -0.7360
C 3.692 -2.210 1.931  -0.6316
N 4.572 -1.316 1.364  -0.1017
H 6.447 0.832 0.126  0.2041
H 6.394 3.156 -0.877  0.4110
H 3.732 3.834 -0.945  0.4441
H 1.512 -2.040 2.132  0.5720
H 4.012 -3.143 2.363  0.4291
H 5.569 -1.453 1.300  0.2082
C -1.417 -4.241 -3.531  -0.9828
C -0.490 -5.014 -2.591  -0.4138
C -0.504 -4.549 -1.133  -1.0450
C -0.034 -3.112 -0.926  -0.2617
N -1.106 -2.156 -1.246  -0.0361
C -0.972 -0.866 -1.509  0.4382
S 0.623 -0.158 -1.609  -0.3851
N -2.053 -0.156 -1.798  -0.0530
C -2.124 1.281 -2.104  -0.3982
C -3.341 1.590 -2.973  -0.9444
C -3.162 1.274 -4.459  -0.5081
C -2.902 -0.197 -4.786  -0.9933
H -1.428 -4.711 -4.513  0.4198
H -1.085 -3.211 -3.683  0.1401
H -2.445 -4.228 -3.157  0.2611
H 0.534 -4.982 -2.972  0.3227
H -0.786 -6.064 -2.597  0.3445
H 0.165 -5.191 -0.559  0.3286
H -1.508 -4.673 -0.710  0.3845
H 0.823 -2.898 -1.562  0.5662
H 0.280 -2.959 0.110  -0.0302
H -2.043 -2.535 -1.202  0.2908
H -2.951 -0.611 -1.709  0.2953
H -1.206 1.575 -2.607  0.6063
H -2.189 1.837 -1.164  0.0292
H -3.561 2.653 -2.865  0.3669
H -4.209 1.041 -2.584  0.3581
H -2.364 1.896 -4.874  0.3037
H -4.080 1.584 -4.961  0.3421
H -1.917 -0.525 -4.444  0.1504
H -2.924 -0.351 -5.863  0.4395
H -3.661 -0.847 -4.341  0.2543

Values from the calculation:
* HOMO energy: -16.317 eV
* total charge: +3
* gap between HOMO and LUMO: 4.735 eV



Record 2
C24H30Br30FO5PS | the ωB97M-V functional and the def2-TZVPD basis

Each line ends with the Mulliken charge.
Geometry (Å):
C 0.808 -4.528 0.494  -0.9328
C 1.483 -3.031 0.334  0.6237
C 2.186 -2.631 -1.100  -0.6917
C 2.807 -1.083 -1.221  -0.2501
C 2.717 -0.005 0.037  0.4977
C 3.324 1.535 -0.205  -0.8028
C 2.331 2.256 -1.287  0.8078
C 3.173 2.275 -2.733  -0.1325
C 2.125 2.122 -4.012  0.5389
O 0.826 2.425 -3.918  -0.4563
F 2.724 1.569 -5.278  -0.2933
O 1.995 3.657 -1.008  -0.3904
C 1.363 3.847 0.302  -0.5725
C 0.143 2.814 0.656  0.0593
O -0.776 2.520 -0.454  -0.2463
C -1.325 1.147 -0.196  -0.3920
P -3.200 1.013 -0.694  0.5860
O -3.894 2.613 -0.971  -0.2579
O -3.474 -0.096 -2.011  -0.1929
S -4.185 0.301 0.875  -0.4002
C 2.036 -0.506 1.458  -0.5331
C 1.411 -2.021 1.624  -0.5720
H 1.480 -5.276 1.092  0.1993
H -0.267 -4.379 0.980  0.2504
H 0.606 -4.922 -0.602  0.2460
H 2.275 -3.351 -2.023  0.3322
H 3.299 -0.828 -2.262  0.1421
H 4.415 1.355 -0.657  0.3487
H 3.488 2.115 0.797  0.3098
H 1.420 1.546 -1.473  -0.1043
H 3.651 3.361 -2.858  -0.4219
H 3.994 1.443 -2.794  0.4367
H 0.893 4.942 0.292  0.3595
H 2.142 3.864 1.206  0.2484
H 0.615 1.878 1.175  -0.1712
H -0.517 3.352 1.494  0.3218
H -1.305 0.869 0.959  0.3340
H -0.699 0.318 -0.759  0.2099
H -4.832 2.410 -1.264  0.0902
H -3.655 -1.018 -1.629  0.2962
H 2.004 0.317 2.322  0.2757
H 0.915 -2.306 2.645  0.3996
C 3.159 -6.295 4.054  -0.3655
Br 1.555 -7.379 3.868  -0.0569
Br 3.000 -4.601 3.111  0.0750
Br 3.649 -6.042 5.919  0.0357
H 3.976 -6.849 3.580  0.3917
C 6.670 5.231 -3.449  0.5607
Br 6.864 4.505 -5.243  -0.0049
Br 4.955 4.764 -2.660  -0.0023
Br 8.157 4.726 -2.300  -0.0195
H 6.694 6.322 -3.541  -0.5701
C 2.428 -7.570 9.900  -0.3522
Br 1.583 -5.823 9.767  -0.0028
Br 1.893 -8.745 8.444  0.0022
Br 4.363 -7.430 10.043  -0.0082
H 2.071 -8.028 10.828  0.3405
C -6.784 -0.282 -3.137  0.1643
Br -8.406 -0.842 -4.053  -0.0468
Br -5.458 0.418 -4.376  -0.0668
Br -7.161 0.970 -1.697  -0.1086
H -6.351 -1.177 -2.677  -0.0389
C 7.932 9.060 -4.858  -0.3292
Br 7.634 8.835 -6.767  0.0077
Br 6.288 8.850 -3.840  -0.0480
Br 9.342 7.891 -4.203  0.0039
H 8.273 10.089 -4.707  0.3442
C -7.404 -2.455 1.419  -0.1829
Br -7.210 -3.180 -0.375  0.0240
Br -9.119 -2.922 2.208  -0.0372
Br -5.917 -2.959 2.568  -0.0175
H -7.381 -1.364 1.327  0.2084
C 7.442 -5.032 6.644  -0.2390
Br 7.155 -6.207 5.121  -0.0091
Br 9.329 -4.643 6.912  -0.0468
Br 6.379 -3.408 6.517  -0.0061
H 7.098 -5.571 7.533  0.2849
C -5.745 6.002 -2.568  -0.3889
Br -3.826 6.214 -2.336  -0.0148
Br -6.296 4.145 -2.388  0.1376
Br -6.752 7.173 -1.386  -0.0294
H -5.978 6.306 -3.594  0.3498
C -11.734 0.053 1.388  -0.3303
Br -11.339 0.370 3.266  -0.0027
Br -13.405 0.890 0.848  -0.0456
Br -10.256 0.579 0.238  0.0534
H -11.864 -1.028 1.267  0.3078
C -2.802 -2.967 -4.801  -0.3245
Br -2.609 -3.693 -6.595  -0.0337
Br -4.518 -3.435 -4.012  0.0125
Br -1.316 -3.472 -3.652  0.0430
H -2.779 -1.876 -4.893  0.2820

Values from the calculation:
* HOMO energy: -8.649 eV
* gap between HOMO and LUMO: 8.162 eV



Record 3
C24H30N2O2S | the ωB97M-V functional and the def2-TZVPD basis

Each line ends with the Mulliken charge.
Geometry (Å):
C 0.732 5.176 0.539  -1.2820
H 1.097 5.983 1.171  0.4225
C 1.843 4.165 0.281  -0.4613
H 2.699 4.689 -0.149  0.4219
C 1.425 3.022 -0.671  -1.1295
N 1.182 1.715 -0.076  0.6020
C 2.372 1.096 0.482  -1.0750
H 2.056 0.200 1.027  0.4354
C 3.396 0.656 -0.578  -0.0297
O 4.487 0.019 0.037  -0.6485
H 4.167 -0.742 0.540  0.4828
C 2.749 -0.231 -1.670  -1.0591
N 1.967 -1.302 -1.123  0.3448
C 0.630 -1.242 -0.918  -1.0329
C 0.181 -2.368 -0.256  1.4329
C -1.151 -2.665 0.155  -0.8327
C -2.246 -1.936 -0.137  -0.2615
C -3.560 -2.323 0.356  0.5351
O -3.753 -3.275 1.101  -0.6784
C -4.690 -1.495 -0.088  0.0173
C -5.999 -1.662 0.284  -0.5841
C -6.868 -0.727 -0.305  -0.4617
C -6.216 0.144 -1.123  -0.3952
S -4.532 -0.161 -1.188  -0.0258
H -6.627 0.951 -1.697  0.4271
H -7.929 -0.700 -0.131  0.4120
H -6.303 -2.439 0.962  0.4948
H -2.183 -1.050 -0.750  0.1772
H -1.292 -3.555 0.756  0.4450
C 1.345 -3.185 -0.045  0.1196
C 1.552 -4.428 0.547  -0.2885
C 2.830 -4.944 0.566  -0.8485
C 3.901 -4.249 0.002  -0.6993
C 3.725 -3.016 -0.591  -0.7055
C 2.440 -2.485 -0.603  -0.0080
H 4.559 -2.490 -1.031  0.4440
H 4.887 -4.688 0.028  0.4032
H 3.012 -5.906 1.021  0.3965
H 0.728 -4.976 0.977  0.4351
H 0.082 -0.380 -1.243  0.6730
H 2.095 0.394 -2.279  0.4799
H 3.546 -0.642 -2.296  0.3501
H 3.837 1.526 -1.073  0.3934
H 2.902 1.741 1.202  0.2878
C 0.070 1.685 0.867  -1.0799
H 0.228 2.368 1.717  0.5086
H 0.019 0.669 1.270  0.4242
C -1.281 1.989 0.219  -0.1300
C -2.420 1.656 1.175  -1.4441
H -2.324 2.228 2.096  0.4410
H -2.414 0.598 1.428  0.2702
H -3.378 1.896 0.722  0.3193
H -1.347 3.041 -0.057  0.3470
H -1.385 1.399 -0.693  0.2312
H 2.200 2.881 -1.428  0.4703
H 0.515 3.307 -1.201  0.6941
H 2.171 3.747 1.234  0.2686
H -0.115 4.712 1.038  0.2338
H 0.385 5.609 -0.398  0.3199

Values from the calculation:
* SMILES: CCCN(CCC)C[C@@H](O)Cn1cc(/C=C/C(=O)c2cccs2)c2ccccc21
* HOMO energy: -7.745 eV
* gap between HOMO and LUMO: 7.518 eV



Record 4
C24H30N2O4 | the ωB97M-V functional and the def2-TZVPD basis

Each line ends with the Mulliken charge.
Geometry (Å):
C 4.584 -0.672 -2.739  -1.0317
H 5.447 -1.098 -2.228  0.2647
O 3.692 -0.294 -1.718  -0.3800
C 2.523 0.322 -2.063  0.7508
C 2.126 0.560 -3.374  -0.5065
C 0.939 1.214 -3.647  -1.1222
C 0.128 1.667 -2.617  0.6264
C 0.502 1.405 -1.304  -0.0432
C 1.679 0.733 -1.012  -0.0995
O 1.997 0.570 0.313  -0.6019
C 2.234 -0.758 0.774  0.7947
C 0.911 -1.535 0.907  -0.4481
C 0.358 -1.404 2.319  -0.9555
N 1.265 -2.029 3.264  0.2707
C 0.760 -2.871 4.197  0.8545
O -0.439 -3.044 4.320  -0.6660
C 1.769 -3.571 5.081  -1.3107
H 2.485 -4.130 4.483  0.3191
H 2.306 -2.849 5.692  0.3155
H 1.232 -4.255 5.733  0.3451
C 2.680 -1.836 3.021  -0.7594
H 3.201 -1.692 3.972  0.5506
C 2.912 -0.614 2.140  -1.5595
H 3.982 -0.456 2.008  0.4302
H 2.504 0.274 2.624  0.3816
H 3.108 -2.723 2.531  0.3562
H 0.219 -0.347 2.570  0.1949
H -0.602 -1.916 2.420  0.4848
H 1.075 -2.590 0.682  0.3362
H 0.189 -1.142 0.189  0.1576
H 2.896 -1.280 0.076  0.2501
H -0.128 1.689 -0.474  0.3257
C -1.151 2.355 -2.959  0.3935
O -1.810 2.052 -3.935  -0.6886
N -1.487 3.370 -2.128  -0.1565
H -0.916 3.547 -1.318  0.2315
C -2.795 3.980 -2.164  -0.7977
H -2.698 5.066 -2.262  0.3721
H -3.284 3.585 -3.057  0.4279
C -3.602 3.631 -0.903  -1.2147
C -3.492 2.161 -0.601  0.9503
C -2.810 1.714 0.521  -0.8780
C -2.666 0.361 0.774  -0.0642
C -3.190 -0.582 -0.099  0.8886
C -3.871 -0.133 -1.224  -0.8575
C -4.025 1.217 -1.471  -0.4494
H -4.559 1.541 -2.351  0.3836
H -4.287 -0.852 -1.915  0.4066
C -3.017 -2.049 0.154  -1.6340
H -2.181 -2.435 -0.432  0.2394
H -2.814 -2.244 1.205  0.3610
H -3.909 -2.598 -0.139  0.5155
H -2.144 0.036 1.662  0.3937
H -2.393 2.432 1.215  0.2815
H -3.222 4.208 -0.056  0.3505
H -4.644 3.913 -1.066  0.3608
H 0.634 1.387 -4.667  0.4686
H 2.746 0.241 -4.196  0.4270
H 4.145 -1.426 -3.399  0.3976
H 4.905 0.191 -3.330  0.3653

Values from the calculation:
* SMILES: COc1ccc(C(=O)NCCc2ccc(C)cc2)cc1OC1CCN(C(C)=O)CC1
* HOMO energy: -8.557 eV
* gap between HOMO and LUMO: 9.138 eV